The following is a DFT calculation (ωB97M-V with the def2-TZVPD basis set) of 2 unconnected molecules or ions with the total composition C40H79Br2IN2O2P in a non-equilibrium geometry.

Its spin multiplicity is 1. As for the charge: +1. Its HOMO energy is -0.376 Eh. The strongest force on any atom is 0.082 Eh/bohr. The total energy is -207301.206 eV.

Cartesian coordinates (Å):
C  3.1219  4.7133  0.4763
C  3.7825  4.0054  -0.8283
C  4.9920  3.0271  -0.3485
C  4.4009  1.5537  -0.3192
C  4.4843  0.9669  -1.8011
C  4.9101  0.5873  0.8594
C  4.3812  1.3822  2.1239
Br  2.4323  1.4330  2.6473
C  5.1216  2.2018  3.0059
C  4.4773  2.9729  4.2662
Br  7.0261  2.5468  2.7509
C  4.1165  -0.8480  0.9199
C  3.9842  -1.5708  2.3397
C  4.1648  -3.1410  2.3999
N  3.0190  -3.7254  3.2035
C  2.6598  -0.9607  0.2670
C  2.3455  -2.3848  -0.4340
C  0.7877  -2.4127  -0.8949
C  -0.2264  -2.4535  0.3487
C  0.4348  -1.3148  -1.9996
O  4.8655  -1.7516  0.0247
C  6.1675  -1.3127  -0.2489
O  6.8933  -1.7801  -1.1201
C  6.3783  -0.0621  0.7782
C  7.4099  0.8047  -0.1463
C  8.9281  0.3349  -0.0366
C  9.7957  1.3463  -0.9627
I  11.7521  0.5122  -1.4443
N  6.9836  -0.6175  2.0022
C  7.5472  -1.9827  1.9000
C  8.3594  -2.1960  3.3025
H  3.8030  4.6962  1.3840
H  2.9584  5.8230  0.2278
H  2.1333  4.2474  0.7824
H  2.9308  3.4125  -1.3192
H  4.1449  4.8391  -1.5036
H  5.3581  3.4561  0.6264
H  5.7612  3.0893  -1.1994
H  3.2748  1.6786  -0.1122
H  4.3356  -0.1630  -1.8762
H  3.6005  1.4215  -2.3818
H  5.4131  1.2684  -2.3857
H  3.9397  2.2601  4.9674
H  5.2765  3.5839  4.8134
H  3.7396  3.7456  3.8570
H  2.9592  -1.3499  2.8090
H  4.7254  -1.1190  3.0950
H  4.1927  -3.7178  1.4352
H  5.0995  -3.3667  3.0315
H  2.8000  -4.6735  2.8890
H  3.2225  -3.6806  4.2053
H  1.8352  -0.8532  1.0586
H  2.4075  -0.1948  -0.5294
H  2.9220  -2.5151  -1.4176
H  2.4497  -3.2650  0.2688
H  0.6718  -3.4340  -1.4136
H  0.1710  -3.2759  1.0461
H  -1.2110  -2.8742  -0.0684
H  -0.3536  -1.4540  0.8670
H  0.0273  -0.3482  -1.5289
H  -0.4016  -1.7160  -2.6538
H  1.3642  -1.1410  -2.6252
H  7.3953  1.9132  0.0834
H  7.1378  0.7258  -1.2593
H  9.3755  0.4218  1.0105
H  9.1336  -0.7039  -0.4372
H  9.8532  2.3655  -0.4423
H  9.2317  1.5081  -1.9388
H  7.7590  -0.0589  2.3722
H  6.8025  -2.8338  1.8935
H  8.3769  -2.1004  1.1127
H  9.4094  -1.7749  3.2213
H  7.8078  -1.5573  4.0740
H  8.3831  -3.3022  3.6021
C  -5.9260  2.2760  2.5638
C  -6.1766  2.7180  1.1282
C  -7.4956  2.2014  0.5539
C  -7.5208  0.7157  0.1732
P  -6.8308  0.2296  -1.3974
C  -7.5374  1.3107  -2.6630
C  -9.0450  1.5724  -2.7128
C  -9.9440  0.4817  -3.3010
C  -9.4896  -0.0600  -4.6490
C  -7.3648  -1.4117  -1.8351
C  -7.1261  -2.6183  -0.9244
C  -5.7938  -3.3598  -1.0506
C  -5.2858  -3.5482  -2.4719
C  -5.0810  0.5148  -1.5929
C  -3.9909  -0.3309  -0.9381
C  -4.0347  -0.4606  0.5851
C  -3.0732  0.4885  1.2909
H  -5.9069  1.1876  2.6579
H  -4.9629  2.6586  2.9086
H  -6.6997  2.6640  3.2297
H  -5.3372  2.4205  0.4986
H  -6.1974  3.8124  1.1094
H  -7.7450  2.8073  -0.3217
H  -8.2874  2.3855  1.2867
H  -8.5775  0.4237  0.1239
H  -7.1096  0.1078  0.9818
H  -7.1783  0.9702  -3.6389
H  -7.0544  2.2832  -2.5101
H  -9.1947  2.4726  -3.3187
H  -9.4143  1.8190  -1.7129
H  -10.9464  0.9047  -3.4234
H  -10.0664  -0.3409  -2.5918
H  -9.3789  0.7455  -5.3790
H  -10.2270  -0.7665  -5.0363
H  -8.5386  -0.5930  -4.5736
H  -7.0667  -1.6293  -2.8637
H  -8.4539  -1.3320  -1.8739
H  -7.9083  -3.3492  -1.1486
H  -7.2782  -2.3305  0.1215
H  -5.9093  -4.3474  -0.5925
H  -5.0360  -2.8600  -0.4452
H  -6.0036  -4.1065  -3.0779
H  -4.3452  -4.1047  -2.4637
H  -5.0867  -2.5944  -2.9694
H  -4.8822  1.5670  -1.3691
H  -4.9033  0.4327  -2.6734
H  -3.0194  0.0743  -1.2394
H  -4.0180  -1.3251  -1.3834
H  -3.7396  -1.4782  0.8623
H  -5.0467  -0.3253  0.9685
H  -2.0393  0.2352  1.0495
H  -3.1927  0.4072  2.3738
H  -3.2460  1.5280  1.0026